# 1
Molecular formula: C5H4
Method: DFT, wB97M-V/def2-TZVPD

The value obtained for the maximum force is 4.42 eV Å⁻¹. The gap between HOMO and LUMO (spin up / spin down) comes out at 8.469 / 8.468 eV. Its relative energy (zero: lowest compared OMol25 entry of this formula, charge and spin) is 3.937 eV. As for the energy: -192.64944 hartree. The value obtained for the LUMO energy (spin up / spin down) is -0.6 / -0.6 eV.

Geometry as ORCA input:
```
! RIJCOSX wB97M-V def2-TZVPD def2/J DEFGRID3
* xyz 0 1
C 1.16861 -0.64950 0.25673
C 1.27096 0.66577 0.31294
C -0.22028 -0.67768 0.99330
C -0.17617 0.70956 0.84273
C -1.30584 -0.05948 0.21388
H 1.82603 -1.34774 -0.26247
H 1.83184 1.57594 0.17212
H -1.49704 0.09028 -0.93890
H -2.31252 0.08686 0.78242
*
```


# 2
Molecular formula: C2H6N2O2
Method: DFT, wB97M-V/def2-TZVPD

The value obtained for the maximum force is 3.89 eV Å⁻¹. The gap between HOMO and LUMO (spin up / spin down) comes out at 10.651 / 4.572 eV. Its relative energy (zero: lowest compared OMol25 entry of this formula, charge and spin) is 2.168 eV. As for the energy: -339.41075 hartree. The value obtained for the LUMO energy (spin up / spin down) is -4.5 / -10.0 eV.

Geometry as ORCA input:
```
! RIJCOSX wB97M-V def2-TZVPD def2/J DEFGRID3
* xyz 1 2
C -2.20373 0.27340 0.87180
N -1.21403 0.85502 0.23532
O -2.16535 -0.88497 1.19398
H -3.05610 1.01198 0.94126
H -0.95203 1.74141 0.02093
H -0.79968 0.32786 -0.47142
C 2.16498 -0.03821 -0.40785
N 1.38334 -1.09378 -0.29153
O 1.82164 1.13507 -0.19637
H 3.05935 -0.31541 -1.00834
H 1.56477 -1.94454 -0.93052
H 0.39684 -1.06783 0.04272
*
```


# 3
Molecular formula: C2H27O14
Method: DFT, wB97M-V/def2-TZVPD

The value obtained for the maximum force is 2.99 eV Å⁻¹. The gap between HOMO and LUMO comes out at 7.014 eV. Its relative energy (zero: lowest compared OMol25 entry of this formula, charge and spin) is 2.963 eV. As for the energy: -1145.79796 hartree. The value obtained for the LUMO energy is 2.5 eV.

Geometry as ORCA input:
```
! RIJCOSX wB97M-V def2-TZVPD def2/J DEFGRID3
* xyz -1 1
C -0.21012 0.48304 -8.96299
C -0.86778 1.37343 -7.98267
O -1.27461 2.49842 -8.35969
O -0.85147 1.05244 -6.80114
H -0.93286 0.24198 -9.74251
H 0.03854 -0.48876 -8.53653
H 0.71132 0.94432 -9.31831
O -0.06231 2.11255 -14.67513
H -0.06137 1.54603 -15.44667
H -0.92645 1.98395 -14.28402
O -1.87249 6.54575 -10.39797
H -1.04319 7.01906 -10.46477
H -1.63813 5.70534 -10.00424
O 0.09175 3.83222 -2.61551
H -0.17041 3.18131 -3.26654
H 0.78638 3.40450 -2.11474
O -0.02803 -1.61808 -3.02175
H 0.41202 -1.05756 -3.66080
H 0.55670 -2.36881 -2.91811
O -3.31948 -3.90369 -7.77327
H -2.36435 -3.95014 -7.73060
H -3.55248 -4.44338 -8.52869
O -3.53118 2.75940 -12.31920
H -4.18107 3.42335 -12.08887
H -3.34305 2.31145 -11.49446
O -5.26034 5.30541 -9.01394
H -4.61835 5.76061 -9.55881
H -4.81025 5.16262 -8.18132
O 3.08078 0.46829 -5.29524
H 2.19011 0.50075 -5.64435
H 3.62410 0.22786 -6.04571
O 5.21782 3.28869 -11.30194
H 5.66751 3.82534 -11.95463
H 4.82465 2.57654 -11.80640
O -4.55517 -0.29774 -3.27674
H -3.66696 -0.52741 -3.54981
H -5.09730 -0.48220 -4.04375
O -4.73861 0.38925 -9.07954
H -4.44021 -0.19280 -8.38069
H -4.36657 1.24251 -8.85646
O -3.63764 4.54496 -4.72319
H -2.94323 4.04507 -5.15229
H -3.68970 4.17551 -3.84170
*
```


Please write out number 2 again, unchanged.
Molecular formula: C2H6N2O2
Method: DFT, wB97M-V/def2-TZVPD

The value obtained for the maximum force is 3.89 eV Å⁻¹. The gap between HOMO and LUMO (spin up / spin down) comes out at 10.651 / 4.572 eV. Its relative energy (zero: lowest compared OMol25 entry of this formula, charge and spin) is 2.168 eV. As for the energy: -339.41075 hartree. The value obtained for the LUMO energy (spin up / spin down) is -4.5 / -10.0 eV.

Geometry as ORCA input:
```
! RIJCOSX wB97M-V def2-TZVPD def2/J DEFGRID3
* xyz 1 2
C -2.20373 0.27340 0.87180
N -1.21403 0.85502 0.23532
O -2.16535 -0.88497 1.19398
H -3.05610 1.01198 0.94126
H -0.95203 1.74141 0.02093
H -0.79968 0.32786 -0.47142
C 2.16498 -0.03821 -0.40785
N 1.38334 -1.09378 -0.29153
O 1.82164 1.13507 -0.19637
H 3.05935 -0.31541 -1.00834
H 1.56477 -1.94454 -0.93052
H 0.39684 -1.06783 0.04272
*
```


> Which of these has the highest relative energy (zero: lowest compared OMol25 entry of this formula, charge and spin)?

C5H4